1.
This record from the Open Molecules 2025 dataset describes 2 unconnected molecules or ions with the total composition C3H5P in a non-equilibrium geometry. The level of theory is wB97M-V/def2-TZVPD.

```
9
Properties=species:S:1:pos:R:3:forces:R:3:lowdin_charge:R:1
C -2.0134 -0.8006 0.0541 -0.250 0.836 0.002 -0.62
C -2.9383 -1.6411 0.3120 -0.315 -1.249 0.023 -0.02
C 1.9633 0.0805 0.1616 0.487 -0.644 -2.066 -0.07
P -2.1550 0.8943 0.1369 0.023 0.845 -0.978 0.75
H 2.4328 -0.7891 -0.3935 -0.519 0.836 0.712 0.03
H 2.7077 0.8824 0.1092 -0.278 -0.008 0.068 0.01
H 1.0606 0.3654 -0.4658 0.866 -0.291 1.327 0.01
H 1.8291 -0.2137 1.1965 -0.557 0.106 -0.044 0.01
H -2.8868 1.2219 -1.1109 0.542 -0.430 0.954 -0.08
```
Forces are in eV/Å.

Results
lowest unoccupied orbital energy (alpha / beta)	0.35 / -3.53	eV
spin multiplicity	3
Kohn-Sham gap (alpha / beta)	9.0 / 7.3	eV
max |F|	2.22	eV Å⁻¹



2.
This record from the Open Molecules 2025 dataset describes a single C3H5P3 molecule in a non-equilibrium geometry. The level of theory is wB97M-V/def2-TZVPD.

```
11
Properties=species:S:1:pos:R:3:forces:R:3:lowdin_charge:R:1
C 0.5148 -0.0984 0.1028 -0.686 0.434 0.683 -0.79
C -0.8072 -0.1851 0.1900 1.300 1.263 -1.453 -0.61
C -2.1307 0.4680 -0.0167 0.592 0.407 1.085 -0.09
P 1.9455 1.0256 0.2027 -0.439 -0.118 0.209 0.42
P -0.1124 -1.7403 0.7047 0.751 -0.757 -0.713 0.83
P 3.5197 0.0094 -0.5396 0.516 0.391 0.613 0.32
H -2.5325 0.4804 -1.0272 0.170 -0.504 -0.067 0.08
H -2.6998 -0.1409 0.6703 -1.179 0.246 -0.147 0.06
H -2.1440 1.5187 0.3257 0.168 -0.432 -0.050 0.08
H -0.0425 -2.3442 -0.6103 -0.232 -0.332 0.498 -0.11
H 4.4891 1.0067 -0.0023 -0.960 -0.599 -0.657 -0.20
```
Forces are in eV/Å.

Results
lowest unoccupied orbital energy	-1.10	eV
Kohn-Sham gap	7.4	eV
max |F|	2.32	eV Å⁻¹



| no. | DFT total energy (eV) |
| --- | --- |
| 1 | -12473.636 |
| 2 | -31054.956 |